{
  "formula": "H3O3PS2",
  "method": "wB97M-V/def2-TZVPD",
  "e_homo_ha": [-0.2243, -0.3286],
  "energy_ha": -1365.168377,
  "spin_multiplicity": 3,
  "lumo_ha": [-0.0047, -0.1135],
  "s_squared": 2.01,
  "species": ["O", "O", "O", "P", "S", "S", "H", "H", "H"],
  "coordinates": [[0.244, -2.019, 0.123], [1.574, -0.197, 0.877], [-1.910, 1.588, 1.514], [0.165, -0.770, 1.145], [-0.390, -1.226, 3.019], [-1.551, 0.649, 0.137], [0.063, -2.884, 0.470], [1.935, 0.726, 1.082], [-2.097, 0.904, 2.158]]
}